Model one:
DFT (ωB97M-V/def2-TZVPD) results for a gas-phase ion, C3H6IN2O (charge +1).

Values from the calculation:
- HOMO (eV) = -13.61
- SMILES = CN1C=[NH+]O[C@@H]1I
- frontier orbital gap (eV) = 9.45

The geometry in ORCA input format:
```
! RIJCOSX wB97M-V def2-TZVPD def2/J DEFGRID3
* xyz 1 1
C 1.112 1.067 -0.846
N 0.084 0.267 -0.131
C -1.016 -0.255 -0.658
N -1.573 -1.126 0.131
O -0.744 -1.433 1.175
C 0.259 -0.442 1.189
I 0.157 0.709 3.107
H 1.237 2.097 -0.468
H 2.110 0.641 -0.872
H 0.743 1.107 -1.800
H -1.391 0.107 -1.716
H -2.243 -1.805 -0.157
H 1.265 -0.935 1.045
*
```

---

Model two:
DFT (ωB97M-V/def2-TZVPD) results for a gas-phase ion, C3H6IN2O (charge +1).

Values from the calculation:
- HOMO (eV) = -13.80
- SMILES = C[N+](/C=[NH+]\[O-])=C/I
- frontier orbital gap (eV) = 8.28

The geometry in ORCA input format:
```
! RIJCOSX wB97M-V def2-TZVPD def2/J DEFGRID3
* xyz 1 1
C -0.396 -1.592 0.362
N -0.001 -0.239 0.326
C 0.156 0.367 -0.885
N -0.366 1.397 -1.414
O -1.276 2.147 -0.998
C 0.557 0.311 1.355
I 1.109 2.327 1.656
H 0.319 -2.353 0.001
H -0.632 -1.856 1.307
H -1.320 -1.702 -0.255
H 1.025 -0.052 -1.346
H 0.126 1.731 -2.249
H 0.698 -0.485 2.139
*
```

---

Need the numbers? Relative energies in kcal/mol: model one 0.0; model two 37.5.